Entry 1:
This record from the OMol25 dataset describes a cluster of 10 separate species, C12H14F18N11O36S18 in total. The level of theory is the ωB97M-V functional and the def2-TZVPD basis.

Its spin multiplicity is 1. The calculation puts the energy at -12740.6668 a.u. As for the total charge: -7. Its maximum force is 13.69 eV Å⁻¹.

```
109
Properties=species:S:1:pos:R:3:mulliken_charge:R:1
C -0.43062 4.37089 -3.45740 -1.1923
N -0.41193 2.97459 -2.91430 0.3843
C -1.60161 2.37264 -2.69566 -0.5926
C -1.55390 1.14425 -2.02563 -0.2042
C -0.41392 0.61621 -1.46180 -0.5812
C 0.78360 1.20140 -1.82469 -0.3238
C 0.80840 2.46806 -2.45998 -0.5253
C -0.44085 -0.64392 -0.57354 1.3963
C 0.26803 -0.52762 0.58308 -0.4629
C 0.38857 -1.59492 1.47710 -1.6483
N -0.44654 -2.66892 1.28448 0.9596
C -1.16305 -2.80866 0.11248 -0.5907
C -1.11218 -1.83208 -0.87128 -0.3480
C -0.50337 -3.72819 2.36304 -0.8077
H -0.51434 5.14359 -2.69318 0.3973
H -1.37051 4.40823 -4.00816 0.2943
H 0.41534 4.54343 -4.12275 0.4493
H -2.47019 2.88839 -3.07772 0.3411
H -2.51091 0.67917 -1.84058 0.5892
H 1.73848 0.80857 -1.50799 0.8121
H 1.75676 2.97790 -2.54408 0.4416
H 0.76463 0.40653 0.80015 0.8732
H 0.89323 -1.48722 2.42585 0.6684
H -1.60237 -3.77501 -0.08644 0.2026
H -1.57874 -1.89710 -1.84312 0.7885
H -0.40862 -4.72794 1.93921 0.2717
H -1.50636 -3.57065 2.75962 0.4191
H 0.30732 -3.48099 3.04844 -0.0296
N -1.45792 -0.76565 4.14460 0.0671
S -2.05340 -0.86750 5.76182 0.8911
O -3.42610 -1.26527 6.15874 -0.5921
O -1.41127 0.20604 6.46130 -0.6691
F -1.23116 -2.13994 6.19411 -0.1670
S -2.86548 -0.77782 3.55358 0.8662
O -3.83791 0.21020 3.79658 -0.5627
O -3.29420 -2.09549 3.06971 -0.6484
F -2.37256 -0.16144 2.12289 -0.2060
N -4.41152 1.14634 -3.62851 -0.1527
S -4.32044 -0.52162 -3.93296 1.0381
O -5.34007 -1.19767 -4.76840 -0.6140
O -3.63472 -1.33808 -2.93523 -0.3334
F -3.09833 -0.36539 -5.04533 -0.3584
S -5.35282 1.05145 -2.49718 1.0172
O -5.04343 0.41187 -1.23164 -0.4563
O -6.75947 1.17282 -2.95257 -0.7335
F -5.07241 2.60061 -2.19878 -0.3133
N 5.03114 3.27966 -3.33707 -0.4395
S 4.89670 2.78038 -1.92850 1.2582
O 3.65553 2.99728 -1.17651 -0.4973
O 6.20674 2.72598 -1.22415 -0.6666
F 4.76540 1.24318 -2.28679 -0.3155
S 4.48251 4.87515 -3.07688 0.9777
O 4.92808 5.55194 -1.86680 -0.6130
O 3.13170 5.15243 -3.66263 -0.4327
F 5.46859 5.53513 -4.10466 -0.2835
N -2.72749 4.89681 1.83390 -0.5210
S -2.81456 3.43349 1.62935 0.9786
O -1.84697 2.72975 0.80276 -0.1948
O -4.12540 2.93017 1.75611 -0.5994
F -2.19606 2.91219 3.01228 -0.3466
S -3.25121 5.23434 0.24674 1.0564
O -4.63295 4.94946 -0.07745 -0.5763
O -2.16746 5.09995 -0.77848 -0.4802
F -3.37053 6.82448 0.44187 -0.3235
N -3.17236 -5.92582 -0.60699 -0.1016
S -3.32323 -5.73839 -1.99355 1.0731
O -4.22280 -6.70780 -2.56965 -0.7313
O -2.15679 -5.31732 -2.81047 -0.6515
F -4.30072 -4.43267 -1.97522 -0.3052
S -1.89586 -7.01582 -0.68095 1.1053
O -0.65528 -6.38799 -0.32066 -0.5318
O -1.80326 -8.15978 -1.58866 -0.6298
F -2.31245 -7.74740 0.69684 -0.2547
N 4.91386 -3.24580 5.43177 -0.4515
S 3.79431 -2.58781 4.69752 1.2525
O 3.07195 -3.53795 3.79423 -0.4765
O 3.65431 -1.15617 4.48833 -0.5292
F 2.92950 -2.67398 6.03386 -0.3709
S 6.04041 -2.78216 4.29044 1.1006
O 6.62833 -1.41550 4.36904 -0.5745
O 6.09081 -3.43636 2.95914 -0.5422
F 7.27910 -3.58536 5.01763 -0.3866
N 5.53363 -0.05351 1.29916 -0.3125
S 4.65509 1.08284 2.12004 1.0318
O 3.29176 0.85088 2.47410 -0.4542
O 4.80546 2.47018 1.65296 -0.5921
F 5.48556 1.15653 3.58386 -0.3428
S 4.48861 -0.84048 0.59578 1.0579
O 3.47019 -0.21601 -0.24641 -0.5407
O 4.05022 -2.05602 1.32691 -0.5737
F 5.33329 -1.49532 -0.61346 -0.3971
N -1.05571 -7.68584 5.13005 -0.5540
S -0.27286 -6.25437 5.39010 1.1413
O -1.01304 -5.09580 5.82657 -0.4972
O 0.89046 -5.96364 4.56615 -0.4630
F 0.46431 -6.66189 6.78759 -0.3629
S -1.56078 -7.33310 3.79083 1.2627
O -0.63311 -7.50276 2.62909 -0.5739
O -2.47932 -6.19205 3.79698 -0.5619
F -2.58589 -8.57463 3.70601 -0.3501
N 1.37610 8.62825 -6.25186 -0.4130
S 0.17086 8.10043 -7.29500 1.1052
O -0.99310 7.51537 -6.74518 -0.5296
O 0.57554 7.67739 -8.60588 -0.6153
F -0.44180 9.55456 -7.54708 -0.3197
S 1.59431 7.26791 -5.67343 1.2299
O 2.03837 6.09916 -6.47973 -0.6141
O 0.70874 6.98769 -4.52056 -0.4595
F 3.00836 7.67244 -4.99122 -0.3314
```


Entry 2:
This record from the OMol25 dataset describes a structure of composition C25H31F3N4S2Si2Tl. The level of theory is the ωB97M-V functional and the def2-TZVPD basis.

The value obtained for the energy above the lowest of the compared OMol25 structures with the same formula, charge and spin is 0.00 kJ/mol. Its spin multiplicity is 1. The calculation puts the energy at -3037.9368 a.u. As for the total charge: -1. Its maximum force is 0.24 eV Å⁻¹.

```
68
Properties=species:S:1:pos:R:3:mulliken_charge:R:1
Tl 1.13359 -0.37904 1.09886 0.7697
C -0.06421 -5.86586 0.54640 -1.2632
Si 0.59702 -4.09173 0.71368 0.0078
C 2.14061 -3.98104 -0.36878 -0.8713
C 1.25670 -3.99032 2.49275 -1.0111
C -0.54849 -2.72243 0.29012 1.0985
C -1.40519 -2.17477 1.30080 0.0082
C -1.85516 -2.89947 2.44053 -1.0471
C -2.64591 -2.30731 3.39033 -0.4467
C -3.03339 -0.97144 3.23638 -1.0486
C -2.57287 -0.31852 2.11562 -0.3652
N -1.78437 -0.86993 1.19170 0.1858
Si -1.04886 -2.42803 -1.46142 0.2402
C -2.88955 -2.00011 -1.60269 -1.1958
C -0.87520 -4.01628 -2.48654 -1.2431
C -0.11782 -1.13917 -2.47264 -0.4599
H 0.66016 -6.58942 0.93143 0.3659
H -0.27565 -6.12097 -0.49222 0.3434
H -0.99183 -5.98850 1.11067 0.3184
H 2.79837 -4.83879 -0.20329 0.4392
H 2.68660 -3.07271 -0.10266 -0.0557
H 1.91361 -3.92339 -1.43494 0.3633
H 2.25322 -4.44021 2.52664 0.4047
H 0.63359 -4.52616 3.20967 0.3047
H 1.34520 -2.95874 2.83852 0.1683
H -1.59524 -3.94484 2.53007 0.2378
H -2.98377 -2.88259 4.24513 0.4364
H -3.65737 -0.46303 3.95758 0.4046
H -2.82099 0.72725 1.94801 0.2739
H -3.49321 -2.69211 -1.01200 0.3032
H -3.19857 -2.08594 -2.64795 0.3693
H -3.12817 -0.99322 -1.26278 0.2580
H -1.54763 -4.79403 -2.11958 0.2696
H 0.13793 -4.42187 -2.48397 0.3165
H -1.14017 -3.80452 -3.52628 0.3160
H -0.05342 -0.16185 -1.98829 -0.1271
H -0.61004 -1.00748 -3.44208 0.3946
H 0.90587 -1.46742 -2.66840 0.1146
F 1.65246 2.44758 -3.90904 -0.2172
C 2.96158 2.39686 -3.60722 0.6140
F 3.61413 2.59081 -4.78538 -0.3304
F 3.24048 3.47863 -2.85985 -0.2351
C 3.37355 1.10454 -2.96196 -0.0492
C 4.29181 0.29833 -3.60486 -0.3016
C 4.67305 -0.90309 -3.02732 -0.8346
C 4.09452 -1.23555 -1.81468 -0.2640
N 3.21107 -0.47918 -1.17951 -0.1659
C 2.82711 0.69826 -1.71803 0.0868
S 1.68203 1.63817 -0.83759 -0.2530
H 4.70464 0.60642 -4.55559 0.4658
H 5.38722 -1.56118 -3.50096 0.3953
H 4.34763 -2.17151 -1.32832 0.4191
N -1.79970 1.60080 -0.45077 -0.2024
C -1.16948 2.54666 0.27871 0.1695
N -0.55671 2.30867 1.39779 -0.0038
C -0.04087 3.48172 1.91979 -0.6014
C 0.69993 3.57236 3.09579 -0.5174
C 1.19093 4.80329 3.49130 -0.5897
C 0.95820 5.94869 2.72999 -0.4441
C 0.22839 5.87535 1.55505 -0.5390
C -0.26694 4.64149 1.16283 1.1215
S -1.19877 4.22789 -0.24357 -0.3341
H -1.68305 0.64565 -0.08360 0.0748
H -1.77149 1.70178 -1.45192 0.4242
H 0.88605 2.67628 3.67285 0.4462
H 1.77302 4.87791 4.40097 0.3595
H 1.35634 6.90132 3.05391 0.3623
H 0.05421 6.75905 0.95547 0.3660
```


Entry 3:
This record from the OMol25 dataset describes the ion C6H7N2 with charge +1. The level of theory is the ωB97M-V functional and the def2-TZVPD basis.

The value obtained for the energy above the lowest of the compared OMol25 structures with the same formula, charge and spin is 380.00 kJ/mol. The structure (SMILES) is C[C@@H]1C=[N+]1/C=C\C#N. Its spin multiplicity is 1. The calculation puts the energy at -341.9230 a.u. As for the total charge: +1. Its maximum force is 2.76 eV Å⁻¹.

```
15
Properties=species:S:1:pos:R:3:mulliken_charge:R:1
C 2.24254 -0.49040 -0.68088 -1.1110
C 1.27226 -0.36621 0.52450 -0.1362
C -0.04297 -1.07156 0.71685 0.0486
N -0.13270 0.19570 0.54341 0.0476
C -0.92431 1.27608 0.28186 0.0354
C -2.21000 1.22767 -0.11484 -0.4404
C -2.86326 -0.02379 -0.29222 0.4580
N -2.86121 -1.16284 -0.48439 -0.4169
H 2.77800 -1.28166 -0.23467 0.3634
H 2.94037 0.32654 -0.74888 0.3349
H 1.88349 -0.87708 -1.64496 0.3503
H 1.96293 -0.12620 1.36526 0.3063
H -0.69906 -1.91924 0.47102 0.4118
H -0.40834 2.24518 0.48966 0.3816
H -2.93774 2.04781 -0.19174 0.3666
```


Entry 4:
This record from the OMol25 dataset describes an isolated molecule of C4H6S. The level of theory is the ωB97M-V functional and the def2-TZVPD basis.

The value obtained for the energy above the lowest of the compared OMol25 structures with the same formula, charge and spin is 345.79 kJ/mol. Its spin multiplicity is 1. The calculation puts the energy at -554.0405 a.u. As for the total charge: 0. Its maximum force is 6.11 eV Å⁻¹.

```
11
Properties=species:S:1:pos:R:3:mulliken_charge:R:1
C -1.16674 -0.67110 0.40016 -0.4714
C -0.17716 -1.16713 -0.38236 -0.4473
C -0.20208 1.13696 -0.03455 -0.6898
C 0.70545 0.03702 -0.61053 0.1109
S 2.25446 -0.17854 0.10015 -0.2015
H -2.04535 -0.81316 0.92904 0.3955
H -0.11921 -2.17384 -0.79641 0.3381
H -0.98116 1.64202 -0.67130 0.2885
H 0.33846 1.78391 0.68894 0.2520
H 0.87693 0.32502 -1.60130 0.3101
H 1.72419 -0.50144 1.18162 0.1149
```


Entry 5:
This record from the OMol25 dataset describes a cluster of 11 separate species, C11H44O11 in total. The level of theory is the ωB97M-V functional and the def2-TZVPD basis.

The value obtained for the energy above the lowest of the compared OMol25 structures with the same formula, charge and spin is 138.93 kJ/mol. Its spin multiplicity is 2. The calculation puts the energy at -1272.5170 a.u. As for the total charge: +1. Its maximum force is 3.24 eV Å⁻¹.

```
66
Properties=species:S:1:pos:R:3:mulliken_spin:R:1
C 0.42164 0.58245 0.14568 -0.0085
O -0.90710 0.56024 -0.42127 0.1341
H 1.03449 -0.25855 -0.17873 0.0034
H 0.92838 1.51097 -0.11730 0.0111
H 0.41105 0.63641 1.23429 0.0280
H -1.24994 1.44872 -0.30014 -0.0052
C 0.69342 -1.60710 -3.05106 0.0096
O 1.06866 -1.42566 -4.37936 0.0685
H -0.17869 -0.96660 -2.91954 0.0016
H 0.55663 -2.66708 -2.83697 0.0088
H 1.41871 -1.21845 -2.33622 0.0136
H 1.76620 -2.02819 -4.64768 -0.0018
C -1.01911 3.93295 0.53796 0.0012
O -1.85530 3.18068 -0.23944 0.0059
H -1.04623 5.02248 0.55518 0.0003
H -1.06614 3.67431 1.59579 0.0014
H -0.04526 3.49022 0.32890 0.0004
H -2.75820 3.47609 -0.10115 -0.0001
C 2.16734 -4.06120 -0.40628 0.0026
O 3.43882 -4.48397 0.11269 0.0000
H 1.94610 -3.00435 -0.25722 -0.0025
H 2.24459 -4.17108 -1.48797 0.0004
H 1.37635 -4.72028 -0.04845 0.0008
H 3.58593 -5.40535 -0.11317 -0.0001
C -4.77581 2.50283 -1.14805 -0.0011
O -4.70860 3.74089 -0.44932 0.0001
H -4.65657 2.64169 -2.22257 0.0002
H -3.92876 1.83853 -0.97682 0.0006
H -5.66942 1.88344 -1.07112 0.0003
H -5.24524 4.42824 -0.85077 0.0000
C 4.43823 -1.20161 1.14979 -0.0006
O 4.63683 -2.58524 1.51913 0.0002
H 4.47969 -0.52147 2.00055 0.0000
H 5.09261 -0.79040 0.38117 0.0000
H 3.41865 -1.00878 0.81608 0.0001
H 4.09857 -3.10189 0.91502 0.0000
C -3.30495 -0.45458 -3.06444 0.0031
O -4.69758 -0.35695 -3.06575 0.0815
H -2.87409 0.00659 -2.17574 0.0084
H -2.94782 -1.48441 -3.06510 0.0210
H -2.88711 0.11379 -3.89539 0.0005
H -4.95865 -0.55622 -2.16368 -0.0026
C 2.36947 1.71226 -3.28790 0.0019
O 3.61019 2.14488 -2.73067 0.0076
H 2.49663 0.75495 -3.79334 0.0001
H 1.70583 1.65891 -2.42486 -0.0006
H 2.04615 2.46990 -4.00172 0.0002
H 4.17232 1.42078 -2.44553 -0.0002
C -1.01497 1.94280 4.09661 0.0005
O -2.11885 2.74768 3.87716 0.0061
H -1.06466 1.38147 5.02964 0.0014
H -0.89959 1.17941 3.32718 -0.0004
H -0.03741 2.42046 4.16238 0.0001
H -1.91948 3.64705 4.14730 -0.0003
C 1.33985 -1.23419 3.81188 0.0036
O 0.51008 -0.77891 4.87063 0.0006
H 2.35915 -1.47493 4.11382 0.0004
H 0.90216 -2.19304 3.53417 0.0020
H 1.42298 -0.54288 2.97326 0.0001
H 0.94502 -0.14998 5.45104 0.0002
C -0.77327 -2.48020 1.29275 0.0182
O -1.12916 -2.29571 -0.08202 0.5106
H 0.31460 -2.49285 1.35967 0.0610
H -1.24802 -1.70260 1.89114 -0.0010
H -1.17003 -3.36434 1.79172 0.0249
H -1.26126 -1.36277 -0.26581 -0.0229
```


Entry 6:
This record from the OMol25 dataset describes an isolated molecule of C3H9N3S. The level of theory is the ωB97M-V functional and the def2-TZVPD basis.

The value obtained for the energy above the lowest of the compared OMol25 structures with the same formula, charge and spin is 165.24 kJ/mol. The structure (SMILES) is CC/C(=N\S)NN. Its spin multiplicity is 1. The calculation puts the energy at -682.1030 a.u. As for the total charge: 0. Its maximum force is 2.69 eV Å⁻¹.

```
16
Properties=species:S:1:pos:R:3:mulliken_charge:R:1
C -1.05963 1.71674 -0.46677 -0.8869
C -0.44947 0.97079 0.67261 -0.7871
C 0.21581 -0.29410 0.20194 0.6839
N -0.30291 -1.44672 -0.02600 -0.5746
S -2.07614 -1.52942 0.03852 -0.2031
N 1.62260 -0.22840 0.08415 -0.0415
N 2.45124 -1.31301 -0.15262 -0.7018
H -1.43705 2.67579 -0.15793 0.3361
H -0.30968 1.89376 -1.24106 0.2990
H -1.89897 1.20585 -0.98216 0.2793
H 0.29752 1.51652 1.23408 0.3128
H -1.23856 0.77367 1.43903 0.3346
H -2.18304 -2.87123 -0.20987 0.1559
H 1.90457 0.70621 -0.24300 0.2388
H 2.45586 -1.94225 0.71221 0.2782
H 2.00785 -1.83423 -0.90312 0.2766
```